A structure of composition C12H20Br4F6FeO4 in a non-equilibrium geometry. Source: OMol25; level of theory: ωB97M-V/def2-TZVPD.

Values from the calculation:
Gap between HOMO and LUMO (spin up / spin down), eV: 5.07 / 4.92
E_HOMO (spin up / spin down), eV: -9.00 / -8.89
LUMO level (spin up / spin down), Ha: -0.14438 / -0.14591
Charge: 0
Multiplicity: 5

Each line ends with the Löwdin charge.
Positions of all 47 atoms, in Å:
Fe 0.150 0.094 0.250  1.300
C -1.056 -3.740 -0.285  -0.370
O -0.556 -2.968 -1.417  -0.174
O -1.040 -2.705 0.684  -0.234
C -2.414 -4.474 -0.603  -0.588
F -3.330 -4.579 0.439  0.097
F -2.995 -3.709 -1.504  0.162
F -2.260 -5.692 -0.996  0.191
C -0.039 -3.764 -2.522  -0.219
C 0.267 -2.756 -3.741  -0.058
H -0.647 -2.265 -4.077  0.062
H 1.077 -2.081 -3.466  0.066
H 0.475 -3.386 -4.606  0.064
H -0.672 -4.598 -2.827  0.107
H 0.957 -4.175 -2.357  0.104
H -0.220 -4.376 0.006  0.146
C 3.922 1.726 0.520  -0.372
O 3.692 0.391 0.944  -0.164
O 2.644 1.954 -0.059  -0.222
C 4.456 2.754 1.630  -0.622
F 5.675 2.452 2.077  0.136
F 4.626 3.879 1.071  0.210
F 3.650 2.901 2.711  0.134
C 4.706 -0.265 1.641  -0.309
C 4.345 -1.738 1.634  -0.064
H 4.103 -2.101 0.636  0.083
H 5.096 -2.345 2.141  0.074
H 3.566 -1.790 2.395  0.073
H 4.901 0.179 2.617  0.118
H 5.662 -0.153 1.129  0.116
H 4.714 1.461 -0.181  0.154
Br -3.810 0.966 -2.890  0.571
C -5.205 1.246 -4.239  -0.680
C -5.976 -0.039 -4.767  -0.683
Br -7.009 0.345 -6.383  0.609
H -4.822 1.662 -5.170  0.039
H -6.005 1.833 -3.788  0.048
H -6.640 -0.603 -4.112  0.049
H -5.237 -0.826 -4.918  0.045
Br -1.667 3.713 3.552  0.492
C -1.729 4.690 5.331  -0.603
C -0.475 5.558 5.602  -0.597
Br -0.111 7.124 4.327  0.506
H -1.908 3.934 6.095  0.055
H -2.648 5.275 5.299  0.048
H 0.411 4.923 5.626  0.053
H -0.624 6.068 6.554  0.047

Cartesian forces (eV/Å) of the 6 atoms listed first:
1.2 -1.2 0.0
2.3 3.7 1.5
0.0 -2.0 -1.6
-0.9 -0.4 -0.2
-0.4 2.5 2.5
1.3 0.5 -0.5


A structure of composition C12H20CaN3O in a non-equilibrium geometry. Source: OMol25; level of theory: ωB97M-V/def2-TZVPD.

Values from the calculation:
ΔE to the lowest compared entry with this formula, charge and spin, eV: 0.000
Gap between HOMO and LUMO (spin up / spin down), eV: 3.46 / 3.07
E_HOMO (spin up / spin down), eV: -0.83 / -0.40
LUMO level (spin up / spin down), Ha: 0.09672 / 0.09834
Charge: -1
Multiplicity: 1

Each line ends with the Löwdin charge.
Positions of all 37 atoms, in Å:
C -1.348 2.366 -2.762  -0.366
Ca 0.050 0.284 -3.486  0.779
N 1.605 -1.831 -4.233  -0.041
H -0.902 0.763 -5.707  -0.030
H 2.556 -1.852 -4.508  -0.011
H -1.279 0.428 -4.933  -0.122
H -1.864 2.861 -3.617  -0.103
H -0.804 3.195 -2.218  -0.092
H -2.151 1.978 -2.094  -0.088
H 1.442 -2.719 -3.847  -0.010
H 1.095 -1.920 -5.153  0.016
C 1.268 0.536 3.112  -0.032
N 1.059 0.557 1.705  -0.078
N 0.198 -0.190 1.025  0.043
C 0.442 -0.101 -0.305  -0.378
O -0.155 -0.561 -1.392  -0.311
C 1.625 0.758 -0.406  0.025
C 1.962 1.062 0.848  -0.316
C 3.212 1.815 1.227  -0.047
C -0.872 -0.878 1.688  -0.212
C -1.481 -0.284 2.807  -0.110
C -2.643 -0.885 3.266  -0.153
C -3.221 -1.964 2.541  -0.171
C -2.600 -2.436 1.365  -0.160
C -1.406 -1.945 0.980  -0.091
H 0.623 1.226 3.662  0.078
H 2.265 0.936 3.289  0.076
H 1.228 -0.458 3.543  0.099
H 1.974 0.962 -1.436  0.105
H 3.003 2.705 1.835  0.074
H 3.919 1.196 1.800  0.074
H 3.712 2.137 0.288  0.087
H -1.188 0.679 3.283  0.084
H -3.197 -0.527 4.217  0.109
H -4.187 -2.464 2.861  0.081
H -3.031 -3.207 0.688  0.098
H -0.910 -2.220 0.066  0.093

Cartesian forces (eV/Å) of the 6 atoms listed first:
0.4 0.2 -0.1
0.2 0.5 1.3
-1.8 1.0 -1.8
-0.4 -1.2 2.0
1.3 0.4 -0.3
-0.4 1.0 -2.7


A structure of composition C12H20ClI2OP2W in a non-equilibrium geometry. Source: OMol25; level of theory: ωB97M-V/def2-TZVPD.

Values from the calculation:
ΔE to the lowest compared entry with this formula, charge and spin, eV: 4.747
Gap between HOMO and LUMO (spin up / spin down), eV: 4.06 / 3.95
E_HOMO (spin up / spin down), eV: -17.98 / -17.99
LUMO level (spin up / spin down), Ha: -0.51142 / -0.51593
Charge: +3
Multiplicity: 3

Each line ends with the Löwdin charge.
Positions of all 39 atoms, in Å:
I 1.259 -0.661 -2.559  0.899
I 0.053 -2.521 1.549  1.241
W 0.198 0.627 -0.221  0.676
P -2.023 0.535 -0.961  0.603
C -2.503 -0.910 -1.853  -0.240
C -3.313 0.874 0.264  -0.189
H -1.642 2.843 -1.690  0.061
H -3.038 2.043 -2.503  0.102
H -1.362 1.650 -3.004  0.058
C -2.002 1.915 -2.155  -0.193
H -3.020 1.703 0.925  0.057
H -4.239 1.117 -0.282  0.094
H -3.473 -0.684 -2.310  0.100
H -2.589 -1.759 -1.170  0.070
H -3.456 -0.040 0.857  0.076
H -1.761 -1.149 -2.618  0.032
C -0.046 -2.005 -0.477  -0.988
O -0.018 -2.902 -1.308  -0.115
Cl -0.045 2.561 1.014  0.220
C 3.375 1.421 0.319  -0.212
P 2.398 0.002 0.905  0.730
C 3.145 -1.494 0.222  -0.308
C 2.891 -0.134 2.688  -0.372
C 2.116 0.435 3.695  -0.109
C 2.545 0.391 5.015  -0.026
C 3.724 -0.286 5.370  0.002
C 4.479 -0.887 4.366  -0.030
C 4.076 -0.836 3.034  -0.065
H 3.319 1.532 -0.769  0.048
H 4.418 1.244 0.609  0.097
H 3.008 2.341 0.781  0.055
H 4.219 -1.469 0.394  0.069
H 2.722 -2.370 0.718  0.014
H 2.973 -1.571 -0.856  -0.053
H 1.182 0.936 3.419  0.087
H 1.968 0.876 5.778  0.121
H 4.055 -0.342 6.394  0.131
H 5.420 -1.421 4.604  0.144
H 4.708 -1.339 2.266  0.116

Cartesian forces (eV/Å) of the 6 atoms listed first:
-0.7 2.7 1.0
-0.6 0.6 1.1
3.1 0.3 -0.2
-2.6 -0.3 -0.2
-0.3 -0.5 -0.4
0.3 -0.1 0.2